Molecular formula: C52H48As2N3O14Sc
Method: DFT, wB97M-V/def2-TZVPD

```
120
Properties=species:S:1:pos:R:3:mulliken_charge:R:1
Sc 0.12899 0.83489 0.52888 -1.13
O -0.91491 0.94251 -1.00018 1.17
C -2.06650 1.54267 -1.50474 2.44
C -2.12616 3.00322 -0.99297 -2.08
C -2.31515 3.09504 0.49463 -0.22
C -3.36291 3.83426 1.02681 -0.88
C -3.40731 4.05299 2.39275 -1.24
C -2.38534 3.55951 3.18475 -0.80
C -1.39448 2.78369 2.59929 0.67
C -0.23332 2.26678 3.39540 -1.35
C 1.11264 2.63627 2.70157 2.71
O 1.20215 1.99852 1.47053 0.36
C 2.31540 2.16108 3.52903 -0.88
C 3.54485 2.79892 3.36597 -0.40
C 4.67949 2.33397 4.01098 -0.85
C 4.60863 1.20985 4.82171 -0.63
C 3.40084 0.54659 4.96070 -0.84
C 2.26491 1.01688 4.31613 0.07
C 1.12918 4.16310 2.56011 -0.02
C 1.24613 4.97525 3.68502 -0.19
C 1.24684 6.35510 3.55958 -1.04
C 1.12217 6.94237 2.30774 -0.52
C 0.99824 6.14102 1.18411 -1.05
C 1.00528 4.75818 1.31219 0.25
N -1.39882 2.51681 1.28421 1.50
C -2.03175 1.48449 -3.03706 -0.98
C -1.78716 2.59237 -3.83642 -0.15
C -1.78617 2.48274 -5.22243 -1.14
C -2.02895 1.26142 -5.82618 -0.59
C -2.24536 0.13887 -5.03701 -1.02
C -2.24092 0.25308 -3.65749 0.15
C -3.36117 0.86798 -1.01856 -0.15
C -4.55458 1.08027 -1.70544 -0.25
C -5.73890 0.51167 -1.26431 -1.07
C -5.74454 -0.28640 -0.12917 -0.69
C -4.56442 -0.49214 0.56653 -1.17
C -3.37989 0.08146 0.12534 0.63
H -2.92826 3.54027 -1.49738 0.62
H -1.16580 3.47230 -1.22913 0.68
H -4.11664 4.24658 0.37042 0.57
H -4.21333 4.63018 2.82753 0.49
H -2.34895 3.77716 4.24354 0.58
H -0.29624 1.18006 3.44315 -0.87
H -0.24965 2.66681 4.40771 0.82
H 3.61161 3.66853 2.72482 0.43
H 5.62091 2.85073 3.87290 0.40
H 5.49218 0.84834 5.33126 0.41
H 3.33857 -0.34762 5.56742 0.45
H 1.33929 0.46682 4.43703 0.22
H 1.36232 4.52593 4.66491 0.39
H 1.35026 6.97595 4.44053 0.42
H 1.13318 8.02045 2.21086 0.40
H 0.90034 6.59430 0.20546 0.45
H 0.92964 4.11989 0.44174 0.28
H -1.59811 3.56212 -3.39432 0.46
H -1.60867 3.36148 -5.83001 0.42
H -2.04678 1.18027 -6.90571 0.45
H -2.42823 -0.82451 -5.49544 0.38
H -2.43713 -0.62241 -3.04881 0.56
H -4.54930 1.68488 -2.60469 0.49
H -6.65605 0.68141 -1.81371 0.43
H -6.66226 -0.74834 0.21174 0.40
H -4.55634 -1.12397 1.44698 0.56
H -2.46688 -0.09711 0.66951 0.27
O -0.01884 -3.58077 5.06551 -0.59
C -1.28551 -3.26142 5.24957 0.38
O -1.99196 -3.84167 6.03599 -0.62
C -1.82638 -2.11548 4.46105 0.22
C -3.04603 -1.54553 4.73928 -0.85
N -3.21466 -0.54037 3.86258 -0.40
N -2.19483 -0.41068 3.01934 0.19
C -1.33543 -1.35786 3.36102 -0.13
C -0.06151 -1.48477 2.58756 0.25
O 0.84156 -2.18624 3.02557 -0.89
O 0.00237 -0.82500 1.48468 1.11
H 0.39639 -3.05712 4.33200 0.49
H -3.76123 -1.81822 5.49667 0.55
H -3.98315 0.10574 3.80575 0.20
C 3.41688 0.89932 0.12488 -1.06
O 2.32084 0.05686 -0.32664 -0.10
C 2.53365 -1.27672 0.02829 0.61
O 3.32763 -1.56526 0.87435 -0.67
C 1.76417 -2.24380 -0.79500 -0.49
C 2.14677 -3.53192 -0.77070 0.87
As 1.24894 -4.95429 -1.76873 -0.07
C 2.85730 -5.99260 -2.21856 -1.34
C 1.11779 -3.95561 -3.44096 1.12
C 0.79908 -2.67220 -3.52795 0.07
As 0.39295 -1.47307 -1.97206 1.08
C -1.12549 -2.57534 -1.29979 -1.27
C 0.66045 -1.99518 -4.84951 -0.05
O 0.04005 -2.40635 -5.79660 -0.59
O 1.34378 -0.83984 -4.83592 -0.22
C 1.37869 -0.07894 -6.04597 -0.87
C 1.18891 -4.89454 -4.59456 -0.24
O 0.63656 -5.97020 -4.54041 -0.57
O 1.92360 -4.47859 -5.61510 -0.23
C 1.98274 -5.36172 -6.73933 -0.80
C 3.45089 -3.97994 -0.15702 0.42
O 4.46937 -3.75199 -0.75516 -0.61
O 3.46126 -4.77387 0.91302 -0.38
C 2.22497 -5.17932 1.50490 -0.44
H 3.19588 1.90661 -0.20954 0.19
H 4.33999 0.53191 -0.31969 0.42
H 3.49252 0.87212 1.20681 0.23
H 3.17649 -6.57482 -1.35519 0.42
H 3.66529 -5.32584 -2.51181 0.49
H 2.62002 -6.68041 -3.02656 0.42
H -1.36019 -3.38471 -1.98769 0.78
H -1.99997 -1.93708 -1.18439 0.28
H -0.87011 -2.98903 -0.32558 0.28
H 1.38441 0.96744 -5.75389 0.23
H 0.51270 -0.30133 -6.66175 0.37
H 2.28807 -0.32085 -6.59642 0.28
H 2.70436 -4.92478 -7.42166 0.27
H 1.00392 -5.43204 -7.21153 0.31
H 2.29942 -6.35611 -6.42863 0.32
H 2.47926 -5.62694 2.46119 0.33
H 1.72029 -5.91900 0.87847 0.30
H 1.57842 -4.32644 1.67548 0.13
```

Spin multiplicity: 1
E_tot, Ha: -8460.4650
Energy relative to the best compared isomer or geometry (same formula, charge and spin), kJ/mol: 85.8
Max |F|, eV Å⁻¹: 1.90
Gap between HOMO and LUMO, eV: 8.510